{"formula": "CHN3OS", "method": "ωB97M-V/def2-TZVPD", "elements": ["N", "N", "N", "C", "S", "H", "O"], "positions_angstrom": [[-2.33829, 0.70239, -0.29524], [-1.31539, 0.87883, 0.02837], [-0.10491, 0.81472, 0.15770], [0.98231, -1.17746, -0.33923], [2.15285, -1.00656, 0.64915], [0.29829, 1.42604, 0.97039], [0.32515, -1.63795, -1.17114]], "forces_ev_per_angstrom": [[-4.691, -0.281, -1.059], [2.789, 0.146, 0.672], [2.576, 2.165, 2.302], [0.053, -1.850, -1.444], [1.286, 0.507, 1.373], [-1.263, -1.433, -1.939], [-0.751, 0.746, 0.095]], "mulliken_charge": [-0.40, 0.69, -0.55, 0.70, -0.35, 0.26, -0.35], "relative_energy_kj_mol": 205.2, "total_energy_ha": -676.33591, "e_lumo_ev": 0.448, "multiplicity": 1, "total_charge": 0, "orbital_gap_ev": 10.4}

{"formula": "C2H3BrN2O2", "method": "ωB97M-V/def2-TZVPD", "elements": ["C", "C", "H", "O", "N", "Br", "N", "H", "O", "H"], "positions_angstrom": [[-0.96470, 0.16715, -0.59936], [1.35215, -1.18504, 0.31980], [-0.28566, 0.80731, 0.05593], [4.35718, -1.14298, -0.87961], [2.55428, -1.36660, 0.34081], [-2.15147, -0.72220, 0.50953], [3.73815, -0.62993, 0.00909], [-1.06294, 0.14362, -1.75459], [4.04124, 0.29777, 0.71297], [0.74775, -1.91764, 0.72155]], "forces_ev_per_angstrom": [[1.303, 0.894, -0.237], [1.297, 1.864, -1.193], [-1.055, -0.663, -1.800], [0.336, 0.176, -0.285], [0.872, -0.574, 0.949], [-0.240, -0.240, -0.325], [-0.668, 0.137, -0.328], [0.226, 0.067, 2.482], [-0.258, -0.176, -0.044], [-1.814, -1.485, 0.781]], "mulliken_charge": [-0.62, -0.04, 0.38, -0.50, -0.25, -0.04, 0.97, 0.33, -0.50, 0.27], "relative_energy_kj_mol": 441.7, "total_energy_ha": -2911.70848, "e_lumo_ev": [-0.524, -1.447], "multiplicity": 1, "total_charge": 0, "orbital_gap_ev": [8.7, 7.3]}

{"formula": "C4H9NO3", "method": "ωB97M-V/def2-TZVPD", "elements": ["H", "H", "O", "H", "O", "H", "H", "H", "N", "H", "C", "H", "C", "O", "C", "H", "C"], "positions_angstrom": [[-0.49855, 1.26863, -1.26089], [-0.75025, 0.65337, 2.56815], [-2.26321, 1.40586, 0.29394], [1.38167, -0.11281, 1.49468], [-1.18774, -0.57532, 0.68378], [1.16095, -1.84059, -1.76578], [-0.57232, -1.46085, -1.78699], [2.47078, -0.49444, 0.13605], [-0.02844, 0.98907, -0.40720], [-2.35155, 2.20065, 0.83530], [0.43206, -1.03365, -1.72123], [1.40421, -1.75109, 0.78004], [0.47480, -0.27441, -0.43823], [-0.62464, 1.33289, 1.89342], [1.48450, -0.68442, 0.57856], [0.56507, -0.36710, -2.57580], [-1.09733, 0.74420, 0.69218]], "forces_ev_per_angstrom": [[-0.040, -0.139, 0.050], [-0.064, -0.003, -0.066], [0.122, -0.072, 0.195], [0.039, 0.031, -0.030], [0.677, -0.310, -0.268], [0.005, 0.049, 0.049], [0.045, 0.033, -0.037], [-0.057, 0.031, 0.018], [-0.351, 0.447, 0.309], [0.079, -0.081, -0.030], [-0.194, -0.145, 0.080], [0.000, 0.013, -0.006], [-0.543, -0.308, 0.419], [-0.221, -0.272, -0.171], [-0.158, -0.045, -0.012], [0.009, 0.063, 0.083], [0.652, 0.710, -0.583]], "mulliken_charge": [0.31, 0.33, -0.55, 0.36, -0.76, 0.36, 0.37, 0.37, -0.47, 0.32, -1.34, 0.32, 1.13, -0.55, -1.25, 0.33, 0.71], "relative_energy_kj_mol": 241.1, "total_energy_ha": -438.23722, "e_lumo_ev": 0.446, "multiplicity": 1, "total_charge": 0, "orbital_gap_ev": 9.6}